1.
A 6-piece molecular cluster, C12H24Cl12 overall. Source: OMol25; level of theory: ωB97M-V/def2-TZVPD.

charge	-1
energy relative to the best compared isomer or geometry (same formula, charge and spin)	5.7	kcal per mole
2S+1	2
Kohn-Sham gap (alpha / beta)	0.07029 / 0.37914	hartree
highest occupied orbital energy (alpha / beta)	0.413 / -8.086	eV

```
48
C12H24Cl12 | OMol25 | ωB97M-V/def2-TZVPD
Cl 30.04 14.97 16.67
C 28.23 14.85 16.47
C 27.82 13.52 15.86
Cl 28.09 12.17 17.07
H 27.85 15.69 15.90
H 27.86 15.10 17.46
H 28.35 13.31 14.93
H 26.74 13.55 15.71
Cl 24.03 19.89 17.97
C 23.11 18.59 18.72
C 22.34 19.09 19.99
Cl 21.61 17.83 20.88
H 23.85 17.87 19.09
H 22.46 18.11 18.00
H 21.53 19.74 19.66
H 22.69 19.88 20.66
Cl 25.51 17.13 15.37
C 25.84 18.89 15.09
C 26.36 19.23 13.70
Cl 25.09 18.82 12.57
H 26.48 19.23 15.92
H 24.98 19.49 15.37
H 27.24 18.61 13.50
H 26.52 20.30 13.58
Cl 30.79 21.88 11.37
C 31.76 20.63 12.08
C 30.97 19.43 12.42
Cl 29.84 19.86 13.72
H 32.35 20.98 12.92
H 32.45 20.30 11.30
H 31.66 18.66 12.76
H 30.41 18.97 11.61
Cl 26.41 24.55 12.57
C 27.23 23.97 13.94
C 28.70 23.58 13.56
Cl 29.71 23.30 14.95
H 26.64 23.13 14.33
H 27.24 24.74 14.71
H 29.24 24.47 13.21
H 28.82 22.73 12.89
Cl 23.85 14.14 14.81
C 22.81 15.42 14.06
C 22.11 16.22 15.14
Cl 20.80 15.44 15.97
H 22.00 14.92 13.53
H 23.49 15.99 13.41
H 21.63 17.12 14.75
H 22.81 16.49 15.93
```

Atomic partial charges in e from the Mulliken method, atoms 1 to 8:
1 Cl -0.21
2 C -0.24
3 C 0.00
4 Cl -0.23
5 H 0.00
6 H 0.36
7 H 0.36
8 H -0.07


2.
One molecule with the formula C4H8N2O. Source: OMol25; level of theory: ωB97M-V/def2-TZVPD.

energy relative to the best compared isomer or geometry (same formula, charge and spin)	125.4	kcal per mole
Kohn-Sham gap	0.32838	hartree
highest occupied orbital energy	-9.286	eV

```
15
C4H8N2O | OMol25 | ωB97M-V/def2-TZVPD
C 1.01 -0.27 -1.71
C -1.58 -1.20 1.44
N 0.13 0.68 -1.07
C 0.77 1.82 -0.14
C -0.11 0.33 0.44
N -1.24 -0.31 0.36
O 1.96 2.10 -0.24
H 0.01 2.57 0.12
H 0.51 0.18 1.33
H 1.92 -0.52 -1.14
H 0.46 -1.19 -1.94
H 1.33 0.22 -2.64
H -1.57 -2.25 1.12
H -0.97 -1.08 2.35
H -2.64 -1.07 1.71
```

Atomic partial charges in e from the Mulliken method, atoms 1 to 8:
1 C -0.79
2 C -0.72
3 N -0.15
4 C 0.26
5 C -0.20
6 N -0.28
7 O -0.52
8 H 0.39


3.
C39H35F9N3O7PS3SeTl as an isolated structure. Source: OMol25; level of theory: ωB97M-V/def2-TZVPD.

charge	-1
energy relative to the best compared isomer or geometry (same formula, charge and spin)	18.3	kcal per mole
Kohn-Sham gap	0.27211	hartree
highest occupied orbital energy	-5.264	eV

```
99
C39H35F9N3O7PS3SeTl | OMol25 | ωB97M-V/def2-TZVPD
Tl -0.44 0.01 0.61
N -0.37 1.77 2.02
C -1.33 2.88 2.06
C -2.50 2.66 3.03
C -3.77 2.02 2.45
C -3.70 0.53 2.18
N -2.98 0.28 0.92
H -0.32 1.29 2.93
H 0.60 2.09 1.90
H -1.70 3.06 1.04
H -0.79 3.77 2.38
H -2.78 3.64 3.42
H -2.15 2.07 3.88
H -4.05 2.54 1.53
H -4.59 2.19 3.17
H -4.72 0.12 2.15
H -3.17 0.02 2.99
H -3.32 0.89 0.18
H -3.14 -0.67 0.61
O 3.14 -0.20 3.74
S 2.66 0.16 2.43
O 1.54 -0.69 1.95
O 2.36 1.58 2.22
C 3.96 -0.18 1.26
C 5.18 -0.67 1.71
C 6.23 -0.82 0.81
C 6.06 -0.46 -0.52
C 4.83 0.01 -0.97
C 3.76 0.15 -0.09
P 2.10 0.71 -0.72
C 2.56 2.33 -1.42
C 2.87 2.57 -2.76
C 3.16 3.86 -3.20
C 3.14 4.92 -2.31
C 2.86 4.69 -0.97
C 2.57 3.41 -0.53
C 1.95 -0.50 -2.11
C 1.34 -0.22 -3.33
C 1.14 -1.23 -4.26
C 1.54 -2.53 -3.99
C 2.12 -2.82 -2.76
C 2.31 -1.82 -1.83
H 5.28 -0.92 2.76
H 7.18 -1.21 1.15
H 6.88 -0.57 -1.22
H 4.71 0.28 -2.01
H 2.90 1.75 -3.47
H 3.39 4.03 -4.24
H 3.36 5.92 -2.65
H 2.87 5.51 -0.26
H 2.37 3.22 0.52
H 0.97 0.77 -3.54
H 0.66 -1.00 -5.20
H 1.38 -3.32 -4.72
H 2.41 -3.84 -2.52
H 2.72 -2.07 -0.85
F -2.71 -3.70 3.18
C -2.07 -3.05 4.17
F -1.75 -3.93 5.11
F -2.92 -2.16 4.69
S -0.58 -2.21 3.47
O -1.19 -1.02 2.88
O -0.04 -3.20 2.60
N 0.31 -1.96 4.74
S 0.31 -0.59 5.55
O -0.76 -0.49 6.50
O 0.61 0.60 4.79
C 1.83 -0.94 6.60
F 2.48 -2.02 6.21
F 2.63 0.11 6.58
F 1.42 -1.13 7.85
Se -1.28 1.36 -1.75
C -1.89 3.17 -1.82
C -1.05 4.24 -1.49
C -1.48 5.55 -1.66
C -2.75 5.81 -2.16
C -3.60 4.75 -2.47
C -3.17 3.44 -2.30
H -0.05 4.04 -1.13
H -0.82 6.37 -1.43
H -3.08 6.83 -2.31
H -4.59 4.95 -2.86
H -3.82 2.61 -2.55
F -5.00 -6.65 -4.18
C -3.66 -6.72 -4.31
F -3.31 -7.97 -3.95
F -3.39 -6.60 -5.62
C -2.97 -5.68 -3.49
C -2.89 -5.85 -2.11
C -2.31 -4.87 -1.32
C -1.81 -3.71 -1.91
C -1.87 -3.55 -3.29
C -2.45 -4.53 -4.08
C -1.27 -2.66 -1.08
C -0.79 -1.79 -0.40
H -3.29 -6.75 -1.66
H -2.25 -4.99 -0.25
H -1.47 -2.65 -3.73
H -2.50 -4.41 -5.15
```

Atomic partial charges in e from the Mulliken method, atoms 1 to 8:
1 Tl 2.69
2 N -0.26
3 C -0.27
4 C -0.76
5 C -0.90
6 C -0.24
7 N -0.30
8 H -0.03


4.
C27H44N3P3SeYb as an isolated structure. Source: OMol25; level of theory: ωB97M-V/def2-TZVPD.

charge	+3
energy relative to the best compared isomer or geometry (same formula, charge and spin)	104.1	kcal per mole
2S+1	2
Kohn-Sham gap (alpha / beta)	0.21875 / 0.19679	hartree
highest occupied orbital energy (alpha / beta)	-16.205 / -16.126	eV

```
79
C27H44N3P3SeYb | OMol25 | ωB97M-V/def2-TZVPD
Yb -0.67 -0.81 -0.43
P 0.87 1.41 1.35
P -2.14 -1.47 2.34
P -2.38 1.90 0.38
H 0.73 1.55 -4.50
C 0.32 2.47 -4.10
C 0.98 3.12 -3.07
H 1.93 2.72 -2.70
C 2.66 1.12 1.52
C 0.46 1.62 3.13
C 0.91 3.16 0.79
C -3.63 -2.49 2.04
C -1.10 -2.70 3.21
C -2.73 -0.47 3.76
C -2.25 3.22 -0.88
C -2.92 2.87 1.83
C -3.96 1.12 -0.12
H -0.71 2.74 -4.33
H 0.59 4.05 -2.69
H 3.16 1.22 0.55
H 2.85 0.12 1.92
H 3.06 1.87 2.22
H 0.34 0.64 3.59
H -0.47 2.20 3.26
H 1.29 2.15 3.61
H 0.89 3.21 -0.30
H 1.85 3.60 1.15
H 0.07 3.73 1.20
H -3.83 -3.05 2.96
H -3.43 -3.19 1.21
H -4.48 -1.84 1.78
H -1.72 -3.13 4.00
H -0.22 -2.20 3.65
H -0.77 -3.48 2.52
H -2.99 -1.19 4.55
H -3.60 0.12 3.45
H -1.92 0.20 4.10
H -3.24 3.66 -1.03
H -1.91 2.76 -1.85
H -1.54 3.98 -0.56
H -3.87 3.36 1.56
H -2.17 3.65 2.05
H -3.08 2.21 2.69
H -4.73 1.89 -0.08
H -4.23 0.31 0.58
H -3.89 0.71 -1.14
C -2.34 -0.37 -3.49
C -2.32 -0.20 -4.88
C -3.45 -0.50 -5.66
C -4.58 -1.10 -5.09
C -4.50 -1.46 -3.74
C -3.36 -1.17 -2.95
Se -1.12 0.86 -2.47
H -0.01 -2.72 -0.62
H -1.45 0.26 -5.33
H -3.39 -0.25 -6.72
H -5.48 -1.31 -5.69
H -5.34 -1.97 -3.27
H -3.29 -1.50 -1.91
N 9.46 0.06 1.12
C 8.41 -0.41 0.87
C 7.10 -0.94 0.62
C 6.24 -0.30 -0.29
C 4.96 -0.81 -0.55
C 4.52 -1.95 0.13
C 5.39 -2.63 1.01
C 6.67 -2.11 1.26
N 3.13 -2.32 0.05
C 2.57 -3.48 0.60
C 1.27 -3.47 0.38
N 0.94 -2.27 -0.22
C 2.15 -1.59 -0.48
H 6.58 0.60 -0.82
H 4.33 -0.31 -1.29
H 5.08 -3.54 1.53
H 7.35 -2.63 1.94
H 3.19 -4.24 1.05
H 0.56 -4.21 0.70
H 2.35 -0.65 -0.99
```

Atomic partial charges in e from the Mulliken method, atoms 1 to 8:
1 Yb 0.26
2 P 0.87
3 P 0.78
4 P 0.79
5 H 0.41
6 C -0.74
7 C -0.65
8 H 0.33


5.
One molecule with the formula C8H7N3O3. Source: OMol25; level of theory: ωB97M-V/def2-TZVPD.

energy relative to the best compared isomer or geometry (same formula, charge and spin)	30.2	kcal per mole
Kohn-Sham gap (alpha / beta)	0.25716 / 0.23715	hartree
highest occupied orbital energy (alpha / beta)	-8.506 / -8.520	eV

```
21
C8H7N3O3 | OMol25 | ωB97M-V/def2-TZVPD
C 0.92 -1.63 -1.37
C 0.29 -0.85 -2.36
C 0.27 -0.27 0.55
C -1.13 2.03 1.26
C -1.49 1.52 0.06
C 1.89 -2.67 -1.64
C 0.05 -0.10 2.01
C -0.08 1.51 2.21
N 0.95 -1.29 -0.02
N -0.59 0.55 -0.47
N -0.78 -0.02 -1.70
O 0.47 -0.88 -3.56
O 2.15 -3.65 -0.99
O -1.76 0.51 -2.34
H -1.67 3.02 1.41
H -2.28 1.78 -0.67
H 2.59 -2.30 -2.48
H -1.05 -0.48 2.19
H 0.77 -0.49 2.67
H 0.88 2.03 2.02
H -0.40 1.68 3.20
```

Atomic partial charges in e from the Mulliken method, atoms 1 to 8:
1 C 0.40
2 C 0.30
3 C 0.37
4 C -0.23
5 C -0.23
6 C -0.08
7 C -0.64
8 C -0.70


6.
C31H31ClGeN2O5RuSe as an isolated structure. Source: OMol25; level of theory: ωB97M-V/def2-TZVPD.

2S+1	5
Kohn-Sham gap (alpha / beta)	0.22726 / 0.26375	hartree
highest occupied orbital energy (alpha / beta)	-6.309 / -8.527	eV

```
73
C31H31ClGeN2O5RuSe | OMol25 | ωB97M-V/def2-TZVPD
Ru -1.45 0.47 -0.55
O -2.62 0.98 -4.39
Cl -2.28 1.59 -3.14
O -1.02 0.85 -2.69
O -3.18 1.32 -1.94
O -2.07 3.02 -3.20
C -3.49 -2.51 -3.95
C -1.96 -2.50 -4.10
C -1.50 -2.76 -2.64
O -2.52 -2.37 -1.75
C -3.81 -2.45 -2.45
H -3.94 -3.43 -4.28
H -3.99 -1.78 -4.55
H -1.68 -1.50 -4.42
H -1.55 -3.18 -4.82
H -0.59 -2.24 -2.32
H -1.31 -3.83 -2.40
H -4.30 -1.56 -2.10
H -4.44 -3.26 -2.09
C -0.22 -0.39 0.77
Ge 1.50 -1.02 1.04
C 1.49 -2.87 1.77
C 1.11 -3.90 0.88
C 1.00 -5.22 1.30
C 1.25 -5.54 2.65
C 1.56 -4.49 3.54
C 1.61 -3.16 3.13
C 2.54 -1.11 -0.67
C 2.60 0.00 -1.51
C 2.87 -0.12 -2.84
C 3.28 -1.38 -3.32
C 3.41 -2.45 -2.48
C 3.01 -2.32 -1.12
C 2.67 0.29 2.02
C 2.57 1.69 2.10
C 3.45 2.48 2.80
C 4.66 1.89 3.25
C 4.80 0.50 3.18
C 3.86 -0.33 2.48
H 0.97 -3.62 -0.16
H 1.07 -5.97 0.42
H 1.12 -6.58 2.96
H 1.73 -4.76 4.55
H 1.71 -2.40 3.92
H 2.35 1.00 -1.10
H 2.84 0.75 -3.46
H 3.60 -1.50 -4.39
H 3.91 -3.35 -2.90
H 3.00 -3.20 -0.44
H 1.76 2.17 1.61
H 3.20 3.50 2.98
H 5.51 2.54 3.55
H 5.68 0.01 3.61
H 3.95 -1.43 2.44
C -4.29 2.39 0.48
N -2.89 2.94 0.56
C -1.72 2.26 0.27
Se -1.73 -0.69 1.73
N -0.65 3.11 0.60
C -1.14 4.40 0.96
C -0.46 5.45 1.57
C -1.19 6.23 2.40
C -2.57 6.04 2.55
C -3.35 5.16 1.80
C -2.57 4.23 1.06
H -4.80 2.61 1.40
H -4.19 1.29 0.40
H -4.82 2.75 -0.39
H 0.30 2.94 0.29
H 0.59 5.65 1.40
H -0.70 6.99 3.01
H -3.10 6.57 3.34
H -4.43 5.11 1.84
```

Atomic partial charges in e from the Mulliken method, atoms 1 to 8:
1 Ru 0.30
2 O -0.57
3 Cl 1.70
4 O -0.64
5 O -0.67
6 O -0.59
7 C -0.53
8 C -0.52


7.
C3H8O3Yb as an isolated structure. Source: OMol25; level of theory: ωB97M-V/def2-TZVPD.

charge	+2
energy relative to the best compared isomer or geometry (same formula, charge and spin)	0.0	kcal per mole
2S+1	3
Kohn-Sham gap (alpha / beta)	0.35442 / 0.23772	hartree
highest occupied orbital energy (alpha / beta)	-20.066 / -19.074	eV

```
15
C3H8O3Yb | OMol25 | ωB97M-V/def2-TZVPD
H 1.85 -2.32 -1.30
O 0.98 -2.65 -2.22
O 1.54 -0.77 -0.65
C 1.38 -0.29 0.64
C 0.27 0.73 0.73
O -0.79 0.29 -0.11
C -2.02 0.99 0.09
Yb -0.24 -0.89 -2.01
H 2.34 0.09 1.03
H 1.14 -1.19 1.25
H 0.62 1.72 0.39
H -0.08 0.81 1.77
H -2.76 0.56 -0.59
H -2.35 0.87 1.12
H -1.88 2.06 -0.14
```

Atomic partial charges in e from the Mulliken method, atoms 1 to 8:
1 H 0.52
2 O -0.63
3 O -0.51
4 C -0.28
5 C -0.43
6 O -0.19
7 C -0.65
8 Yb 1.78


8.
A 2-piece molecular cluster, H2N4O overall. Source: OMol25; level of theory: ωB97M-V/def2-TZVPD.

energy relative to the best compared isomer or geometry (same formula, charge and spin)	81.0	kcal per mole
Kohn-Sham gap	0.32818	hartree
highest occupied orbital energy	-8.027	eV

```
7
H2N4O | OMol25 | ωB97M-V/def2-TZVPD
N 4.55 -0.28 0.34
N 3.58 0.11 -0.03
N 0.31 0.00 0.82
N 0.78 -0.57 -0.16
O 2.58 0.50 -0.45
H 0.23 -0.63 1.73
H -0.02 0.95 0.83
```

Population analysis type Mulliken, resulting atomic charges in e:
1 N -0.33
2 N 0.84
3 N -0.01
4 N -0.47
5 O -0.51
6 H 0.25
7 H 0.22


9.
One molecule with the formula C6H11N3. Source: OMol25; level of theory: ωB97M-V/def2-TZVPD.

energy relative to the best compared isomer or geometry (same formula, charge and spin)	124.2	kcal per mole
Kohn-Sham gap	0.27289	hartree
highest occupied orbital energy	-6.493	eV

```
20
C6H11N3 | OMol25 | ωB97M-V/def2-TZVPD
C 0.55 -1.45 0.82
C 0.51 0.62 -0.32
C -0.80 -1.14 -0.85
C 1.26 1.83 -0.71
C 2.31 0.10 1.33
C -3.21 -0.43 -0.42
N -0.33 -1.94 0.02
N 1.09 -0.18 0.54
N -2.01 -0.79 -1.31
H 1.05 -2.07 1.66
H 0.96 2.13 -1.79
H 0.93 2.63 -0.01
H 2.36 1.67 -0.58
H 3.22 -0.35 0.87
H 2.49 1.15 1.12
H 2.13 -0.11 2.35
H -4.08 -0.76 -0.95
H -3.27 -1.16 0.42
H -3.23 0.59 0.12
H -1.93 -0.34 -2.31
```

Atomic partial charges in e from the Mulliken method, atoms 1 to 8:
1 C -0.05
2 C 0.34
3 C -0.04
4 C -1.21
5 C -1.12
6 C -0.84
7 N -0.34
8 N -0.03


Calculated max |F| in order - 3.2, 7.3, 0.8, 5.1, 5.4, 3.5, 5.8, 4.1, 3.8 eV/A